{"formula": "C11H25AsS5W", "method": "the ωB97M-V functional and the def2-TZVPD basis", "total_energy_ev": -128611.4299, "orbital_gap_ev": 7.2, "e_homo_ev": -22.18, "multiplicity": 1, "total_charge": 4, "lumo_energy_ha": -0.549, "de_lowest_kj_mol": 0.0, "symbols": ["W", "C", "C", "S", "C", "C", "S", "C", "C", "S", "C", "C", "S", "H", "H", "H", "H", "H", "H", "H", "H", "H", "H", "H", "H", "H", "H", "H", "H", "C", "As", "C", "C", "S", "H", "H", "H", "H", "H", "H", "H", "H", "H"], "coordinates": [[0.23462, 0.18254, 0.08024], [-1.74083, -2.28653, -1.24949], [-1.22838, -1.59234, -2.49541], [-0.59047, 0.08409, -2.14318], [-2.01965, 1.23344, -2.27230], [-1.62329, 2.54192, -1.61962], [-0.86304, 2.30193, 0.02497], [-2.24836, 2.22712, 1.22735], [-1.70978, 1.65412, 2.52254], [-0.74999, 0.12188, 2.25611], [-1.97426, -1.24730, 2.26902], [-1.32151, -2.47019, 1.65666], [-0.48818, -2.06852, 0.07881], [-1.84652, -3.35966, -1.41996], [-2.69014, -1.88640, -0.89290], [-2.01029, -1.50726, -3.25337], [-0.38731, -2.12005, -2.94684], [-2.88777, 0.76617, -1.80742], [-2.21649, 1.37678, -3.33648], [-2.48423, 3.20318, -1.49847], [-0.87033, 3.08218, -2.19562], [-3.06092, 1.63827, 0.80138], [-2.59118, 3.25332, 1.37531], [-2.51472, 1.42715, 3.22503], [-1.01663, 2.33341, 3.02150], [-2.86859, -0.92774, 1.73378], [-2.23111, -1.43244, 3.31402], [-2.04896, -3.26192, 1.46527], [-0.53647, -2.88479, 2.29054], [5.48479, 1.69487, -0.08540], [4.65896, -0.02240, -0.01202], [5.06267, -1.01469, 1.56517], [4.77359, -1.01813, -1.63374], [2.40711, 0.60703, 0.25564], [6.55748, 1.48837, -0.18148], [5.29707, 2.23830, 0.83947], [5.13551, 2.24275, -0.95891], [6.13245, -1.24321, 1.48786], [4.49156, -1.94035, 1.58736], [4.88370, -0.39998, 2.44583], [5.84004, -1.24684, -1.74756], [4.44254, -0.40680, -2.47113], [4.21131, -1.94547, -1.54863]]}

{"formula": "C11H25Br8N3O6", "method": "the ωB97M-V functional and the def2-TZVPD basis", "total_energy_ev": -588886.7132, "orbital_gap_ev": 8.4, "e_homo_ev": -9.22, "multiplicity": 1, "lumo_energy_ha": -0.031, "de_lowest_kj_mol": 1201.8, "symbols": ["Br", "C", "C", "Br", "H", "H", "H", "H", "Br", "C", "C", "Br", "H", "H", "H", "H", "Br", "C", "C", "Br", "H", "H", "H", "H", "Br", "C", "C", "Br", "H", "H", "H", "H", "C", "N", "O", "O", "H", "H", "H", "C", "N", "O", "O", "H", "H", "H", "C", "N", "O", "O", "H", "H", "H"], "coordinates": [[5.11562, 0.10511, 2.29081], [5.30006, -0.63422, 0.49586], [4.73504, 0.40545, -0.50502], [4.66862, -0.33495, -2.41354], [4.71226, -1.54516, 0.38288], [6.34012, -0.87421, 0.27501], [5.32382, 1.32246, -0.52809], [3.72779, 0.61187, -0.14315], [2.71818, -0.97222, -0.26262], [0.80423, -0.23501, -0.13549], [0.02597, -0.90445, 1.03478], [-1.70089, 0.01632, 1.03783], [0.25850, -0.50274, -1.04025], [0.86190, 0.84870, -0.03382], [0.51522, -0.76628, 1.99896], [-0.32456, -1.90964, 0.80064], [-2.84312, 3.95817, 2.07967], [-2.87615, 2.03966, 1.73260], [-3.94182, 1.26315, 2.56163], [-4.35665, -0.54305, 1.92665], [-1.88389, 1.64937, 1.50631], [-3.27130, 2.07727, 0.71745], [-4.88570, 1.80678, 2.52065], [-3.51796, 1.12876, 3.55680], [-1.31613, 3.05361, -3.37450], [-1.16719, 2.34920, -1.50977], [-0.10852, 3.14986, -0.81646], [0.03199, 2.52246, 1.04743], [-0.95855, 1.28073, -1.45554], [-2.17202, 2.45086, -1.09979], [-0.43187, 4.18996, -0.77470], [0.87429, 2.93178, -1.23435], [1.60459, 0.27249, -3.65958], [1.72236, 1.13932, -2.45800], [0.72733, 1.29411, -1.77594], [2.86645, 1.63759, -2.16880], [1.31997, 0.97666, -4.44139], [0.95011, -0.57918, -3.47402], [2.57907, -0.19738, -3.79262], [-1.93521, -1.78348, 2.84448], [-2.36749, -0.80799, 3.87978], [-2.98606, -1.25306, 4.85146], [-2.23236, 0.38052, 3.70635], [-1.06738, -1.36591, 2.33397], [-2.77097, -1.81515, 2.14548], [-1.70998, -2.77114, 3.24685], [-1.21598, -3.16908, -1.27654], [-0.69923, -4.16309, -2.23646], [-1.27769, -4.36812, -3.25806], [0.30762, -4.71822, -1.96463], [-0.43831, -2.54981, -0.82949], [-1.78000, -3.58383, -0.44109], [-1.85409, -2.51486, -1.87062]]}

{"formula": "C11H25BrN2O7", "method": "the ωB97M-V functional and the def2-TZVPD basis", "total_energy_ev": -99167.7284, "orbital_gap_ev": 10.1, "e_homo_ev": -9.53, "multiplicity": 1, "smiles": "CCOC(=O)OC.CCOC(=O)OC.NC(N)COCBr", "lumo_energy_ha": 0.020, "de_lowest_kj_mol": 0.0, "symbols": ["N", "C", "N", "C", "O", "C", "Br", "H", "H", "H", "H", "H", "H", "H", "H", "H", "C", "C", "O", "C", "O", "O", "C", "H", "H", "H", "H", "H", "H", "H", "H", "C", "C", "O", "C", "O", "O", "C", "H", "H", "H", "H", "H", "H", "H", "H"], "coordinates": [[1.27524, 0.40922, -6.05168], [2.16186, -0.74049, -6.13451], [1.97576, -1.44031, -7.38598], [2.01891, -1.70283, -4.95301], [2.25207, -0.97821, -3.74673], [1.51028, -1.35793, -2.67284], [2.05661, -3.12956, -1.94466], [0.30112, 0.12198, -6.07337], [1.43118, 0.90641, -5.18130], [3.17841, -0.34093, -6.08989], [1.52887, -2.34467, -7.28982], [2.83912, -1.58387, -7.88980], [2.73562, -2.52352, -5.01333], [1.00580, -2.12345, -4.93818], [1.68489, -0.67244, -1.85531], [0.45618, -1.49555, -2.89748], [0.02963, -3.48947, 2.37708], [-0.49520, -3.46151, 0.96141], [-1.92322, -3.23017, 0.93265], [-2.29566, -1.95956, 1.04115], [-1.56144, -1.00133, 1.08818], [-3.62603, -1.90597, 1.08330], [-4.16549, -0.57994, 1.17380], [-0.49294, -4.24307, 2.96630], [1.09053, -3.74324, 2.35981], [-0.08235, -2.51576, 2.85220], [-0.37841, -4.42026, 0.46122], [-0.00798, -2.69051, 0.36835], [-3.80891, 0.03248, 0.34804], [-3.86811, -0.11344, 2.11157], [-5.24170, -0.71032, 1.13004], [0.19908, 5.49786, 5.19002], [-0.88307, 4.44907, 5.30735], [-1.17028, 3.84173, 4.02980], [-0.32044, 2.88510, 3.64956], [0.65448, 2.52620, 4.26232], [-0.62157, 2.53423, 2.40230], [0.25124, 1.54629, 1.83185], [-0.07748, 6.25217, 4.45330], [0.32794, 5.99326, 6.15363], [1.14666, 5.04182, 4.90855], [-1.83562, 4.88216, 5.60547], [-0.60156, 3.66450, 6.00838], [0.29129, 0.66646, 2.46967], [1.25218, 1.95755, 1.71224], [-0.19748, 1.28982, 0.87835]]}

{"formula": "C11H25CaNO7", "method": "the ωB97M-V functional and the def2-TZVPD basis", "total_energy_ev": -46067.6489, "orbital_gap_ev": [9.3, 4.0], "e_homo_ev": [-11.94, -11.94], "multiplicity": 2, "total_charge": 1, "lumo_energy_ha": [-0.096, -0.290], "symbols": ["Ca", "C", "C", "O", "O", "H", "H", "H", "C", "C", "O", "O", "H", "H", "H", "C", "O", "H", "H", "H", "H", "C", "O", "C", "C", "N", "C", "C", "O", "C", "H", "H", "H", "H", "H", "H", "H", "H", "H", "H", "H", "H", "H", "H", "H"], "coordinates": [[-0.80880, -0.53282, 0.62222], [-4.55369, 0.95741, -0.63372], [-3.20934, 0.59700, -0.09397], [-3.20086, -0.18497, 0.87664], [-2.10774, 0.99856, -0.61660], [-5.37477, 0.73031, 0.04624], [-4.75849, 0.36107, -1.52284], [-4.62835, 2.04073, -0.72835], [0.03456, -4.75300, 1.63504], [-0.14639, -3.26768, 1.38328], [-1.29172, -2.76838, 1.30368], [0.77129, -2.45451, 1.19388], [-0.52826, -5.32453, 0.89700], [0.09347, -5.04283, 2.68415], [1.04180, -4.94928, 1.26756], [-1.21456, 1.16014, 3.51908], [-0.48666, 0.12186, 2.84404], [-2.23979, 0.89391, 3.77621], [-0.89027, 1.40738, 4.52992], [-1.33173, 1.97381, 2.80332], [0.01052, -0.38254, 3.49211], [3.73963, 3.45622, -2.01994], [2.49887, 3.07079, -1.41032], [2.65558, 2.62148, -0.09084], [1.29755, 1.90718, 0.40032], [1.21758, 0.55049, 0.00180], [0.99118, 0.46323, -1.48442], [0.66698, -1.04608, -1.95385], [-0.55109, -1.51257, -1.35159], [-1.05927, -2.66589, -2.04552], [3.66701, 4.06309, -2.92246], [4.31994, 2.60024, -2.36438], [4.35700, 4.10150, -1.39498], [2.77053, 3.55454, 0.46078], [3.56701, 2.17837, 0.31049], [0.40761, 2.48492, 0.15071], [1.32081, 2.03427, 1.48263], [2.14346, 0.20341, 0.20766], [1.89750, 0.79644, -1.99003], [0.26299, 1.14330, -1.92641], [1.52177, -1.66233, -1.67515], [0.74155, -0.97862, -3.03921], [-1.35056, -2.38261, -3.05696], [-1.93583, -3.08964, -1.55544], [-0.32805, -3.47353, -2.01179]]}

{"formula": "C11H25Cl2GaN2OP2", "method": "the ωB97M-V functional and the def2-TZVPD basis", "total_energy_ev": -112827.1331, "orbital_gap_ev": 9.2, "e_homo_ev": -16.19, "multiplicity": 1, "total_charge": 2, "lumo_energy_ha": -0.258, "de_lowest_kj_mol": 0.0, "symbols": ["C", "C", "H", "H", "H", "O", "Cl", "Ga", "P", "C", "C", "H", "H", "H", "H", "H", "H", "C", "H", "H", "H", "P", "C", "C", "H", "H", "H", "C", "H", "H", "H", "H", "H", "H", "Cl", "N", "C", "C", "N", "C", "H", "H", "H", "H"], "coordinates": [[0.16992, -0.50582, -4.85229], [0.32322, -0.23939, -3.40076], [0.80310, -1.32391, -5.19935], [0.54092, 0.42675, -5.26348], [-0.86779, -0.69226, -5.21086], [1.04317, -0.83800, -2.61858], [-0.68394, 1.10571, -2.98417], [-0.41722, -0.01966, 1.55782], [1.56294, 1.63420, 0.41891], [3.30795, 1.25683, 0.86957], [2.01712, 2.28639, -1.23074], [2.77942, 3.06849, -1.11474], [2.20295, 3.97932, 0.90228], [1.15070, 2.69830, -1.75357], [0.44052, 3.74458, 0.87781], [3.60407, 0.32619, 0.37748], [2.42813, 1.46941, -1.82766], [1.39006, 3.30241, 1.20753], [3.98661, 2.03743, 0.50777], [1.36185, 3.24572, 2.30315], [3.48229, 1.13456, 1.94184], [-2.03335, -1.59204, 0.56217], [-2.01445, -3.34970, 1.06766], [-3.68117, -0.95954, 1.05332], [-2.38680, -0.79945, -1.67274], [-2.99125, -2.46957, -1.47241], [-1.25473, -2.14524, -1.62754], [-2.19033, -1.76745, -1.22005], [-3.85229, -0.00152, 0.54038], [-4.48145, -1.66562, 0.77430], [-3.01459, -3.80218, 0.99899], [-1.65834, -3.45773, 2.09741], [-3.69855, -0.77445, 2.13784], [-1.33470, -3.91277, 0.41632], [-1.16580, 1.33874, 3.06408], [2.39405, -2.81485, 1.86273], [2.74812, -2.34771, 3.13022], [1.85611, -1.36938, 3.43861], [0.97022, -1.21913, 2.34265], [1.34762, -2.11593, 1.41614], [2.82887, -3.54458, 1.30593], [3.58469, -2.74841, 3.69227], [1.77356, -0.78526, 4.34623], [0.88597, -2.28231, 0.44578]]}